1.
10
Properties=species:S:1:pos:R:3 method="wB97M-V/def2-TZVPD" e_tot_ev=-10787.3936 gap_ha=0.330 smiles="ON=c1occo1" max_force_ev_per_a=6.570
O 2.542 0.307 -0.117
N 1.636 -0.526 0.247
C 0.524 -0.165 -0.014
O -0.076 1.058 0.046
C -1.428 0.822 0.003
C -1.625 -0.479 -0.103
O -0.480 -1.153 0.074
H 3.261 -0.273 -0.236
H -2.013 1.728 0.400
H -2.341 -1.319 -0.300



2.
26
Properties=species:S:1:pos:R:3 method="wB97M-V/def2-TZVPD" charge=-1 e_tot_ev=-17551.1163 gap_ha="0.102 / 0.102" max_force_ev_per_a=8.144
C 3.455 -2.052 -0.724
Cd 1.348 -1.706 -0.476
N 1.250 -0.841 -2.698
H 0.759 -2.257 0.992
H 0.307 -3.009 0.650
H 3.553 -2.670 0.208
H 4.173 -1.415 -0.779
H 2.931 -2.670 -1.508
H 1.345 0.163 -2.560
H 0.298 -1.070 -2.943
H 1.893 -1.190 -3.400
N -0.465 2.436 -0.402
C 0.504 1.582 -0.742
N 0.275 0.394 -0.167
C -0.882 0.499 0.610
C -1.514 -0.378 1.505
C -2.561 0.119 2.285
C -2.997 1.451 2.151
C -2.398 2.305 1.215
C -1.372 1.818 0.456
H -0.522 3.410 -0.719
H 1.344 1.852 -1.399
H -1.165 -1.419 1.572
H -3.053 -0.526 3.010
H -3.805 1.814 2.791
H -2.703 3.359 1.071



3.
24
Properties=species:S:1:pos:R:3 method="wB97M-V/def2-TZVPD" e_tot_ev=-16468.9873 gap_ha=0.388 smiles=C[C@@H](O)[C@@H]1CO1.Cc1nn[nH]n1 max_force_ev_per_a=2.557
C -0.900 -2.264 -0.609
C -1.067 -1.151 0.394
O 0.062 -1.188 1.266
C -1.147 0.200 -0.280
C -1.999 1.268 0.241
O -2.386 0.503 -0.895
H -1.745 -2.258 -1.300
H -0.018 -2.103 -1.189
H -0.957 -3.184 -0.082
H -1.995 -1.313 1.008
H -0.074 -0.467 1.980
H -0.300 0.455 -0.855
H -1.745 2.315 0.028
H -2.589 1.094 1.118
C 1.048 2.283 0.065
C 1.616 0.915 -0.146
N 1.577 0.275 -1.344
N 2.159 -0.881 -1.153
N 2.520 -0.894 0.113
N 2.212 0.206 0.785
H 0.288 2.263 0.823
H 1.823 2.962 0.384
H 0.614 2.642 -0.875
H 3.004 -1.677 0.524



4.
8
Properties=species:S:1:pos:R:3 method="wB97M-V/def2-TZVPD" spin_multiplicity=3 e_tot_ev=-13216.3521 gap_ha="0.259 / 0.264" max_force_ev_per_a=3.785
C 0.033 0.131 -0.982
C 1.698 1.130 -2.474
N -0.630 -0.179 0.026
N 0.607 0.429 -2.119
F 1.961 2.358 -1.947
F 2.937 0.445 -2.614
F 1.406 1.361 -3.751
H -1.331 0.423 0.409



5.
15
Properties=species:S:1:pos:R:3 method="wB97M-V/def2-TZVPD" charge=+1 e_tot_ev=-6802.4532 gap_ha=0.295 max_force_ev_per_a=1.056
C -2.162 -1.056 0.375
N -2.268 0.199 0.195
H -3.060 -1.642 0.211
H -1.220 -1.492 0.683
H -1.530 0.898 0.283
H -3.194 0.622 0.177
C 1.374 0.025 0.329
O 1.693 1.404 0.188
C 1.205 -0.603 -1.051
H 0.494 -0.022 0.992
H 2.095 -0.542 0.909
H 2.633 1.515 0.254
H 0.567 -0.026 -1.714
H 0.775 -1.617 -1.060
H 2.233 -0.597 -1.392



6.
21
Properties=species:S:1:pos:R:3 method="wB97M-V/def2-TZVPD" e_tot_ev=-15395.3250 gap_ha=0.357 smiles="O=NN1CCCN(N=O)CC1" max_force_ev_per_a=6.629
O -2.833 -0.423 -0.655
N -2.236 0.677 -0.755
N -1.273 0.715 0.291
C -1.108 -0.412 1.163
C -0.229 -1.601 0.426
C 0.354 -1.018 -0.995
N 1.321 -0.032 -0.839
N 2.560 -0.556 -0.321
O 3.287 0.336 0.155
C 1.059 1.207 -0.192
C -0.464 1.724 -0.009
H -2.183 -0.936 1.462
H -0.521 -0.073 2.030
H -0.966 -2.472 0.165
H 0.770 -1.909 0.817
H -0.355 -0.856 -1.819
H 0.907 -1.942 -1.165
H 1.517 0.917 0.913
H 1.654 1.991 -0.606
H -0.813 2.263 -0.904
H -0.446 2.399 0.838



7.
117
Properties=species:S:1:pos:R:3 method="wB97M-V/def2-TZVPD" charge=+1 e_tot_ev=-287498.5492 gap_ha=0.281 max_force_ev_per_a=2.745
Hf 1.710 -0.998 -0.177
N 1.298 -1.985 -2.789
C 0.195 -2.859 -2.404
C -0.400 -3.769 -3.499
C -0.469 -3.245 -4.940
C -1.377 -2.026 -5.174
N -2.586 -2.105 -4.390
C -3.757 -2.621 -4.683
N -4.615 -2.793 -3.671
N -4.124 -2.958 -5.926
C -0.795 -1.959 -1.634
O -2.009 -1.961 -1.888
O -0.265 -1.248 -0.749
H 1.032 -1.397 -3.574
H 2.111 -2.528 -3.069
H 0.583 -3.533 -1.627
H -1.395 -4.067 -3.168
H 0.209 -4.676 -3.536
H -0.840 -4.070 -5.551
H 0.532 -3.005 -5.304
H -1.595 -1.939 -6.242
H -0.878 -1.105 -4.860
H -2.394 -2.007 -3.355
H -4.301 -2.590 -2.732
H -5.549 -3.131 -3.812
H -3.534 -2.740 -6.710
H -5.059 -3.269 -6.121
C -0.381 -2.358 2.243
N 0.741 -2.448 1.322
C 1.397 -3.566 1.292
C 2.421 -3.788 0.356
C 3.306 -4.866 0.201
C 4.142 -4.537 -0.854
C 3.741 -3.280 -1.303
N 2.698 -2.823 -0.596
C -1.687 -2.556 1.504
C -1.969 -3.780 0.909
C -3.155 -3.974 0.227
C -4.069 -2.940 0.119
C -3.799 -1.721 0.712
C -2.616 -1.531 1.403
H -0.368 -1.372 2.715
H -0.290 -3.122 3.027
H 1.181 -4.355 2.017
H 3.327 -5.754 0.801
H 4.955 -5.115 -1.238
H 4.185 -2.699 -2.093
H -1.262 -4.594 0.989
H -3.372 -4.941 -0.207
H -4.997 -3.093 -0.414
H -4.514 -0.915 0.637
H -2.421 -0.577 1.868
C -1.618 1.451 -1.529
C -0.443 1.489 -2.450
C -0.572 2.118 -3.709
C 0.481 2.138 -4.579
C 1.707 1.565 -4.191
C 2.868 1.518 -4.991
Br 2.814 2.168 -6.786
C 4.039 0.994 -4.511
C 4.098 0.502 -3.206
Br 5.718 -0.202 -2.519
C 2.988 0.481 -2.364
O 3.037 0.033 -1.145
C 1.765 1.007 -2.885
N 0.693 0.942 -2.061
H -2.492 1.885 -2.007
H -1.390 2.012 -0.626
H -1.838 0.429 -1.230
H -1.512 2.581 -3.972
H 0.395 2.596 -5.553
H 4.919 0.958 -5.133
C 0.916 3.036 5.995
C 1.352 2.338 4.696
C 2.788 2.772 4.376
C 1.385 0.826 4.943
Si 0.138 2.841 3.235
Br 0.667 0.982 1.212
C 0.551 4.502 2.266
C 0.629 5.665 3.267
C -0.540 4.821 1.237
C 1.875 4.416 1.499
C -1.777 2.448 3.530
C -1.938 1.151 4.335
C -2.573 2.272 2.231
C -2.404 3.590 4.342
H 1.638 2.810 6.777
H -0.056 2.687 6.332
H 0.874 4.115 5.878
H 3.445 2.472 5.190
H 2.869 3.850 4.276
H 3.143 2.296 3.467
H 2.130 0.606 5.705
H 1.664 0.294 4.043
H 0.436 0.442 5.295
H -0.278 5.741 3.860
H 0.757 6.600 2.726
H 1.472 5.557 3.942
H -1.498 5.000 1.713
H -0.634 4.006 0.527
H -0.270 5.723 0.690
H 2.720 4.220 2.147
H 2.059 5.361 0.992
H 1.832 3.631 0.752
H -1.421 0.327 3.854
H -2.994 0.897 4.404
H -1.563 1.263 5.347
H -2.081 1.560 1.580
H -2.693 3.204 1.696
H -3.566 1.899 2.469
H -1.879 3.740 5.280
H -3.440 3.346 4.567
H -2.390 4.527 3.792
F 4.381 -1.605 1.283
C 3.252 -0.856 1.401
F 3.701 0.439 1.585
F 2.749 -1.192 2.658



8.
35
Properties=species:S:1:pos:R:3 method="wB97M-V/def2-TZVPD" e_tot_ev=-21920.5325 gap_ha=0.354 smiles="C=C/C=C/CO.O.O.O.O.O.O.O" max_force_ev_per_a=2.474
C -3.534 -0.948 -0.462
C -3.064 0.183 -0.954
C -1.973 1.043 -0.406
C -2.040 2.272 0.085
C -0.815 3.106 0.357
O 0.395 2.412 0.271
H -3.487 -1.493 0.471
H -4.341 -1.376 -1.055
H -3.353 0.655 -1.892
H -1.004 0.643 -0.697
H -2.999 2.619 0.462
H -0.928 3.663 1.296
H -0.758 3.915 -0.378
H 0.359 1.579 0.760
O 3.503 0.310 -1.813
H 2.669 0.129 -2.246
H 3.642 1.221 -1.558
O -1.216 -2.153 1.439
H -1.072 -2.997 1.884
H -0.853 -2.314 0.553
O 3.485 1.194 2.191
H 2.702 0.723 2.517
H 3.321 1.379 1.262
O 0.905 -0.028 1.900
H 0.145 -0.486 2.285
H 1.173 -0.616 1.178
O 3.316 -1.392 0.844
H 4.121 -1.034 1.220
H 3.150 -1.091 -0.051
O 0.813 -1.671 -0.606
H 0.532 -1.900 -1.507
H 1.624 -2.142 -0.385
O -1.162 -2.032 -2.435
H -1.821 -2.202 -1.760
H -1.435 -1.171 -2.768